No. 1
Here is a cluster of 3 separate species, C15H35I2NO4PS in total from the Open Molecules 2025 dataset. Energies are from ωB97M-V/def2-TZVPD.

Values from the calculation:
Orbital gap = 8.33 eV
Charge = +1
LUMO energy = -3.06 eV
Energy = -2282.9002 Ha

Positions of all 59 atoms, in Å:
C 4.158 1.739 -1.023
C 3.154 1.438 -2.115
O 3.057 0.055 -2.385
C 1.763 2.045 -1.798
O 0.781 1.041 -1.581
C -0.075 1.102 -0.473
C -1.019 -0.118 -0.584
I -1.507 -0.565 -2.643
C -0.646 -1.456 0.065
C -0.747 -1.436 1.581
I 1.203 -2.332 -0.553
C 0.775 1.043 0.815
N 0.011 1.363 2.079
C -0.694 2.685 2.008
C -1.665 2.619 0.851
C -0.850 2.451 -0.435
P -1.908 2.951 -1.856
S -2.473 4.804 -1.663
H 4.223 2.813 -0.861
H 3.854 1.279 -0.078
H 5.148 1.378 -1.283
H 3.506 1.910 -3.031
H 3.431 -0.441 -1.653
H 1.865 2.731 -0.957
H 1.446 2.649 -2.648
H -1.984 0.139 -0.157
H -1.364 -2.174 -0.311
H -1.122 -2.388 1.938
H 0.179 -1.191 2.095
H -1.499 -0.693 1.865
H 1.245 0.071 0.947
H 1.581 1.769 0.765
H 0.668 1.366 2.859
H -0.681 0.644 2.319
H 0.070 3.437 1.825
H -1.177 2.878 2.960
H -2.321 1.765 1.016
H -2.242 3.539 0.812
H -0.108 3.249 -0.402
H -1.205 2.640 -3.021
H -2.971 2.048 -1.830
C 2.114 -4.874 -4.753
C 0.693 -5.258 -4.389
O 0.479 -5.265 -2.980
H 2.823 -5.557 -4.285
H 2.264 -4.903 -5.833
H 2.342 -3.862 -4.407
H 0.471 -6.270 -4.725
H -0.021 -4.582 -4.873
H 0.660 -4.379 -2.650
C -3.644 -0.643 5.461
C -2.315 -0.708 4.742
O -1.976 0.548 4.115
H -4.439 -0.363 4.770
H -3.891 -1.606 5.905
H -3.617 0.101 6.260
H -2.348 -1.440 3.938
H -1.515 -0.996 5.429
H -1.941 1.210 4.814

***

No. 2
Here is a structure of composition C4H16FeIN4S4 from the Open Molecules 2025 dataset. Energies are from ωB97M-V/def2-TZVPD.

Values from the calculation:
Orbital gap = 5.98 eV
Charge = -1
Energy above the lowest of the compared OMol25 structures with the same formula, charge and spin = 0.0 kcal/mol
LUMO energy = 2.57 eV
Energy = -3535.3861 Ha

Positions of all 30 atoms, in Å:
Fe 0.316 0.549 -0.152
N -0.506 -0.854 1.103
C 0.104 -0.877 2.431
C 0.532 0.547 2.761
N 1.252 1.143 1.626
C 2.677 0.799 1.505
C 2.885 -0.519 0.764
N 2.008 -0.561 -0.414
H -0.579 -1.776 0.684
H -1.491 -0.565 1.231
H -0.595 -1.232 3.195
H 0.963 -1.549 2.440
H -0.367 1.145 2.922
H 1.132 0.574 3.680
H 1.177 2.153 1.652
H 3.129 1.596 0.915
H 3.171 0.763 2.485
H 3.943 -0.608 0.499
H 2.648 -1.372 1.398
H 2.443 -0.126 -1.223
H 1.745 -1.507 -0.669
S -3.737 -0.179 1.247
S -3.641 -1.356 -0.461
S -2.695 -0.334 -1.988
S -0.642 -0.625 -1.963
I 1.538 2.610 -1.433
N -1.319 1.758 0.028
H -2.122 1.374 0.542
H -1.641 1.863 -0.931
H -1.120 2.694 0.368

***

No. 3
Here is a cluster of 10 separate species, C34H61NO27 in total at a distorted geometry from the Open Molecules 2025 dataset. Energies are from ωB97M-V/def2-TZVPD.

Values from the calculation:
Orbital gap = 9.91 eV
Charge = 0
Structure (SMILES) = C[C@H]1COC(=O)O1.C[C@H]1COC(=O)O1.C[C@H]1COC(=O)O1.COC(=O)OC.COC(=O)OC.COC(=O)OC.COC(=O)OC.COC(=O)OC.COC(=O)OC.CCCC#N
Energy above the lowest of the compared OMol25 structures with the same formula, charge and spin = 67.4 kcal/mol
LUMO energy = 0.05 eV
Energy = -3417.9796 Ha

Positions of all 123 atoms, in Å:
C -7.213 -9.432 8.913
C -7.386 -10.858 9.438
C -8.514 -11.722 8.813
O -7.827 -12.884 8.338
C -6.489 -12.743 8.588
O -5.569 -13.592 8.554
O -6.198 -11.627 9.208
H -6.989 -9.284 7.860
H -6.273 -9.015 9.262
H -8.075 -8.791 9.140
H -7.731 -10.613 10.496
H -8.863 -11.068 7.963
H -9.346 -11.892 9.534
C -12.178 -9.085 6.523
C -11.965 -8.455 7.906
C -13.268 -8.726 8.720
O -12.887 -9.778 9.568
C -11.615 -9.851 9.583
O -11.046 -10.622 10.262
O -10.973 -9.115 8.755
H -13.186 -8.817 6.143
H -12.194 -10.165 6.331
H -11.264 -8.796 5.987
H -11.754 -7.351 8.046
H -14.177 -9.016 8.069
H -13.492 -8.097 9.582
C -12.155 -12.589 7.586
C -12.528 -13.928 8.205
C -11.453 -14.973 8.658
O -11.483 -14.687 10.122
C -12.594 -13.926 10.348
O -12.890 -13.530 11.496
O -13.338 -13.717 9.271
H -11.293 -12.211 8.056
H -12.914 -11.767 7.554
H -11.853 -12.951 6.569
H -13.157 -14.568 7.532
H -10.608 -14.774 8.056
H -11.974 -15.931 8.361
C -10.453 -5.367 9.581
O -11.851 -5.163 9.589
C -12.512 -5.623 10.515
O -12.019 -6.336 11.644
O -13.850 -5.233 10.436
C -14.576 -5.424 11.609
H -10.057 -6.285 9.223
H -10.067 -5.266 10.602
H -9.957 -4.527 9.056
H -14.359 -4.647 12.340
H -14.370 -6.403 12.097
H -15.655 -5.488 11.285
C -8.507 -9.303 5.521
O -8.109 -10.491 4.987
C -8.917 -11.528 5.098
O -10.005 -11.421 5.812
O -8.681 -12.639 4.388
C -9.487 -13.722 4.612
H -7.846 -8.436 5.565
H -8.975 -9.541 6.486
H -9.358 -9.027 4.950
H -9.652 -13.898 5.645
H -9.038 -14.492 4.022
H -10.486 -13.651 4.256
C -13.806 -5.544 6.531
O -14.541 -6.699 5.999
C -15.612 -7.211 6.712
O -16.052 -6.592 7.896
O -16.178 -8.220 6.118
C -17.198 -8.903 6.813
H -14.341 -4.636 6.755
H -13.004 -5.320 5.833
H -13.284 -5.875 7.400
H -18.034 -8.270 7.004
H -16.735 -9.431 7.607
H -17.527 -9.690 6.149
C -15.539 -11.715 10.901
O -16.697 -11.038 10.845
C -16.688 -9.664 10.800
O -15.503 -8.805 11.089
O -17.895 -9.205 10.457
C -18.070 -7.784 10.271
H -15.014 -11.658 9.953
H -15.603 -12.788 11.062
H -15.094 -11.273 11.796
H -17.134 -7.377 10.228
H -18.561 -7.442 11.157
H -18.625 -7.519 9.356
C -6.147 -10.633 12.906
O -6.714 -11.927 12.729
C -8.074 -12.094 12.571
O -8.917 -11.037 12.422
O -8.508 -13.333 12.476
C -9.904 -13.526 12.305
H -5.071 -10.647 12.908
H -6.428 -10.349 13.891
H -6.402 -9.952 12.140
H -9.989 -14.515 12.042
H -10.310 -13.174 11.337
H -10.564 -13.267 13.127
C -18.007 -12.435 3.008
O -16.981 -11.830 3.758
C -16.560 -12.248 4.963
O -17.102 -13.346 5.571
O -15.741 -11.450 5.529
C -15.538 -11.754 6.852
H -18.870 -11.811 2.988
H -18.229 -13.356 3.458
H -17.680 -12.703 2.036
H -14.981 -12.683 6.957
H -16.387 -11.856 7.421
H -14.888 -10.982 7.234
C -13.535 -11.269 14.240
C -12.490 -10.797 13.220
C -12.709 -9.306 13.051
C -12.257 -8.605 14.245
N -11.917 -8.057 15.226
H -14.549 -10.831 14.217
H -13.181 -10.936 15.236
H -13.656 -12.362 14.280
H -12.679 -11.334 12.267
H -11.507 -11.009 13.559
H -13.687 -9.000 12.801
H -12.063 -9.036 12.216

***

> The highest energy belongs to which entry?

C15H35I2NO4PS

***

> Look up the energy of the third one.

-3417.9796 Ha